# 1
A structure of composition C3H8CdIO. Source: the OMol25 dataset; level of theory: ωB97M-V/def2-TZVPD.

Last column: natural (NBO) charge in e.
Element x y z (Å)
C -0.22 1.31 -0.44  -0.6319
H 0.09 -0.45 1.95  0.2120
H -0.79 1.08 2.02  0.2172
H -1.90 0.06 -0.28  0.1672
H 0.75 1.47 0.05  0.2030
Cd 4.14 -2.88 -1.15  1.2031
I 2.41 -1.38 -2.82  -0.1979
H -1.61 -0.55 2.14  0.2282
O -0.29 -1.16 -0.33  -0.7442
H -0.85 2.18 -0.24  0.2314
H 0.12 -1.00 -1.19  0.4527
H -0.13 1.19 -1.52  0.1945
C -0.84 0.05 1.67  -0.6313
C -0.89 0.07 0.14  0.0961

Computed properties:
relative energy (zero: lowest compared OMol25 entry of this formula, charge and spin): 0.209 eV
total charge: +1

# 2
A cluster of 3 separate species, C12H27BClO5 in total. Source: the OMol25 dataset; level of theory: ωB97M-V/def2-TZVPD.

Last column: natural (NBO) charge in e.
Element x y z (Å)
C -0.13 2.00 3.20  -0.0897
C -1.88 -4.02 1.41  -0.2519
H 0.28 -3.60 0.41  0.1817
H 0.52 4.85 2.08  0.1832
C 2.13 2.49 2.71  -0.2527
O -0.99 -3.07 1.97  -0.5581
H 0.85 1.23 -3.39  0.2371
H -2.56 -1.22 0.88  0.1658
H -0.74 1.15 2.88  0.1861
H -2.17 -3.75 0.40  0.1849
H 0.13 -0.17 -2.67  0.2408
H -3.03 -1.10 -0.83  0.1914
O 0.84 2.22 2.18  -0.5447
H 2.55 1.59 3.16  0.1656
H 2.76 2.80 1.88  0.1956
H 1.74 0.32 -2.13  0.2006
C 0.13 -2.80 1.14  -0.0896
O -0.31 4.31 3.92  -0.5542
H 0.35 1.74 4.14  0.1736
H -2.09 0.21 -0.08  0.1673
H -1.82 2.96 4.08  0.1794
H 2.10 3.30 3.45  0.1718
C 0.18 -3.08 -4.97  -0.7050
C -0.04 -1.72 -5.19  -0.2049
H 0.68 6.01 3.42  0.1859
O 2.93 -1.39 -3.78  -0.9480
H -0.19 -0.66 1.14  0.1695
C -0.02 -1.47 0.42  -0.0924
H -0.89 5.82 2.62  0.1643
H 2.73 -2.32 -3.94  0.4935
H -1.42 -5.02 1.40  0.1620
H -1.04 -1.26 -5.11  0.1553
H 0.90 -1.26 -0.12  0.2035
H -0.34 -3.60 -4.17  0.1698
C 1.07 -0.94 -5.47  -0.5423
Cl 0.60 0.68 -6.26  -0.2525
C -1.02 3.21 3.37  -0.0887
H -1.49 3.48 2.42  0.1787
O -1.06 -1.53 -0.54  -0.5406
C 0.01 5.29 2.95  -0.2531
C 1.08 0.25 -3.00  -1.0248
B 1.76 -0.71 -4.07  0.9891
H 0.90 -3.56 -5.61  0.1902
H -2.77 -4.05 2.04  0.1811
C -2.24 -0.87 -0.11  -0.2514
H 1.01 -2.75 1.79  0.1768

Computed properties:
total charge: -1

# 3
The molecule C3H10N2. Source: the OMol25 dataset; level of theory: ωB97M-V/def2-TZVPD.

Last column: natural (NBO) charge in e.
Element x y z (Å)
H 0.34 -0.72 1.92  0.1959
N 1.51 0.29 -0.57  -0.8274
H -1.57 0.89 -1.11  0.1832
C -1.07 0.10 -0.51  -0.2365
H 1.31 0.66 2.00  0.2207
H 0.01 -1.28 -1.51  0.3352
C 0.29 0.56 0.14  -0.0661
H 1.48 0.68 -1.51  0.3602
H -1.78 -0.21 0.27  0.1862
H 0.16 1.65 0.08  0.1828
H 1.74 -0.68 -0.78  0.3470
N -0.98 -1.13 -1.36  -0.8342
H -0.48 0.83 2.14  0.2127
C 0.33 0.33 1.65  -0.6118
H -1.28 -1.96 -0.87  0.3521

Computed properties:
relative energy (zero: lowest compared OMol25 entry of this formula, charge and spin): 0.627 eV
total charge: 0
SMILES: C[C@@H](N)CN

# 4
The molecule C6H10O. Source: the OMol25 dataset; level of theory: ωB97M-V/def2-TZVPD.

Last column: natural (NBO) charge in e.
Element x y z (Å)
C 1.10 -0.29 -0.13  0.0740
H -2.01 -1.13 -0.46  0.2061
H -0.30 2.77 0.31  0.2119
H 2.33 -1.76 -0.21  0.4666
C 1.02 1.10 0.41  -0.2122
O 2.39 -0.82 0.00  -0.7016
H 0.06 -2.14 -0.22  0.1944
C -1.18 0.84 -0.45  -0.4441
C -1.38 -0.54 0.21  -0.3906
H 1.93 1.63 0.68  0.2241
H 0.16 -1.52 1.43  0.2131
H -1.90 -0.47 1.17  0.2080
H 0.74 -0.14 -1.23  0.1427
C -0.16 1.70 0.22  -0.1920
H -0.65 0.54 -1.42  0.1969
H -2.13 1.35 -0.66  0.2230
C -0.01 -1.22 0.39  -0.4203

Computed properties:
relative energy (zero: lowest compared OMol25 entry of this formula, charge and spin): 0.800 eV
total charge: 0
SMILES: O[C@@H]1C=CCCC1

# 5
A structure of composition C22H36BrF9IN2O9P. Source: the OMol25 dataset; level of theory: ωB97M-V/def2-TZVPD.

Last column: Löwdin charge in e.
Element x y z (Å)
O 3.25 -1.54 6.71  0.1678
H -0.84 -0.14 -5.18  -0.0492
H 0.25 2.99 1.45  0.1210
H 3.92 -2.07 9.31  0.0782
C -0.12 1.96 1.57  -0.1873
H 1.79 -0.01 -2.89  0.1325
C 0.35 4.32 -6.87  -0.0995
H 0.33 1.57 2.49  0.1164
C -2.36 0.91 0.91  -0.2625
H -3.96 -5.06 -7.78  0.1244
H -0.92 0.11 4.29  0.0629
H -3.09 1.26 0.16  0.1095
F 5.14 -2.08 4.22  0.1696
C 0.44 0.80 8.60  -0.5523
H 0.35 5.41 -6.72  0.0772
C -1.14 -0.84 4.78  -0.0477
H -2.34 1.26 -3.59  -0.0098
H -0.14 -2.23 6.11  0.1286
F -4.75 -2.05 -4.11  0.1775
F 3.43 -3.31 4.72  0.1715
C 4.58 -2.83 5.18  -0.5545
O -5.20 -3.89 -6.01  0.1726
C 0.98 1.77 -0.60  -0.1508
F 5.40 -3.85 5.44  0.1742
C -4.44 -3.44 -9.14  -0.0583
H 0.93 4.10 -7.77  0.0754
H -4.00 -2.50 -9.46  0.0844
H 6.38 -0.50 8.36  0.1258
H -2.55 -4.34 -8.56  0.1256
F -2.77 -2.93 -4.19  0.1626
H -4.57 -4.08 -10.01  0.0829
H 2.00 3.82 -5.59  0.0867
H 2.04 1.49 -0.56  0.1393
H 0.84 2.52 -5.77  0.0714
H 4.94 -1.04 10.33  0.0847
C -4.18 -3.27 -6.05  -0.4070
H -2.24 2.79 -5.20  0.0121
I -1.77 3.88 -2.07  0.8427
C -3.53 -4.13 -8.14  -0.1899
N -0.10 -0.95 -2.95  0.0114
H 0.31 -1.82 -3.27  0.0770
C -0.36 2.91 -3.50  -0.9803
H -2.07 2.97 1.47  0.0951
F -0.37 1.05 9.63  0.1746
H 0.90 2.86 -0.57  0.1030
C 0.06 -1.30 5.58  -0.1872
F 1.61 0.36 9.09  0.1597
H -0.81 -1.22 -2.28  0.0784
Br 1.49 5.08 -3.24  0.6991
O 0.63 2.17 -2.93  -0.1860
H -0.72 1.09 -1.72  0.1078
C 0.93 3.61 -5.65  -0.3060
F -3.23 -1.19 -5.39  0.1517
H -0.69 4.02 -7.07  0.0691
F 0.66 1.94 7.94  0.1672
O -1.06 -1.00 8.04  0.1702
H 5.61 -2.53 9.62  0.0833
C -1.67 1.98 1.72  -0.1203
H -1.38 -1.57 4.01  0.0878
H 0.93 -1.44 4.95  0.1185
N -0.71 0.82 -5.47  -0.2600
O -3.27 -3.27 -7.01  0.0339
H -0.55 4.78 -4.55  0.0521
C 4.93 -1.68 9.45  -0.0569
C -0.17 -0.28 7.69  -0.4104
H 1.23 -0.62 -1.32  0.1225
C -3.73 -2.33 -4.91  -0.5551
P -1.47 1.81 -4.54  0.6963
H -5.42 -3.25 -8.71  0.0797
C 5.38 -0.90 8.24  -0.1846
O 0.46 -0.29 6.53  0.0263
O 0.32 1.15 0.50  -0.1473
C 0.24 4.05 -4.34  -0.7598
H -1.92 1.79 2.77  0.1105
C 4.33 -1.96 6.43  -0.3987
C 0.36 1.23 -1.89  -0.3276
H 4.70 -0.07 8.02  0.1227
O 5.47 -1.74 7.07  0.0395
O -2.18 -0.27 1.08  0.0478
H -2.01 -0.70 5.41  0.0835
C 0.91 -0.14 -2.26  -0.1971

Computed properties:
total charge: 0

# 6
A structure of composition C35H43N7O2SSn. Source: the OMol25 dataset; level of theory: ωB97M-V/def2-TZVPD.

Last column: Löwdin charge in e.
Element x y z (Å)
H -3.59 -5.10 -2.04  0.0859
C 1.72 2.63 3.24  -0.0125
H 1.89 -2.28 -3.38  0.0815
C -2.73 1.52 6.53  -0.0396
H 1.76 -1.71 -1.71  0.0577
C 2.09 -0.14 -3.18  -0.2282
H 2.80 2.77 3.13  0.0884
N 2.03 0.76 -0.90  0.0135
H 0.99 2.04 5.79  0.1264
C 2.05 0.96 -2.32  -0.2355
H 3.32 -1.78 -2.51  0.0906
C -2.99 -0.86 6.12  -0.0490
C -3.12 0.24 6.94  -0.0305
N 1.76 0.23 1.66  0.0295
C 2.27 -1.55 -2.66  -0.0315
H -1.91 2.69 4.91  0.1339
N -0.97 -2.99 -1.27  0.1040
H 5.14 1.11 -0.36  0.1060
H 4.46 0.59 -1.91  0.0969
N -0.85 -0.91 -1.87  -0.0523
C 0.69 -1.21 4.89  -0.0574
C 2.02 0.09 -4.55  -0.0359
C 2.09 3.43 -1.85  -0.0319
C 4.47 0.39 -0.84  0.0242
C -2.21 4.10 -3.16  -0.1953
H 0.58 -3.17 3.14  0.0803
C -1.38 -4.11 -3.40  -0.0910
N -1.06 2.51 -1.44  0.0963
H 1.35 3.43 3.87  0.0926
H -2.84 2.36 7.20  0.1176
S -2.18 -1.84 3.61  1.1414
Sn -0.11 0.64 0.17  1.5251
H -0.68 -4.09 -4.24  0.1330
H 3.94 0.09 3.12  0.0983
H 1.87 1.55 -6.11  0.1153
C -3.80 -4.27 -2.72  -0.0651
H 1.86 4.37 -2.36  0.0886
C 1.92 1.38 -5.04  -0.0497
H -4.82 -4.39 -3.08  0.0892
H -3.42 -2.19 -4.37  0.0734
H -3.76 -3.35 -2.14  0.0746
H -3.30 -1.84 6.46  0.1222
C -2.47 -0.66 4.85  -0.4368
C -1.06 -1.63 -2.95  -0.1193
O -1.15 1.50 2.38  -0.0554
H 4.89 -0.60 -0.66  0.1093
H -1.52 4.24 -4.00  0.1232
H -2.86 -5.19 -4.40  0.1447
C 2.95 0.30 1.23  -0.2272
C 1.91 2.46 -4.17  -0.0297
C 1.43 0.13 3.06  -0.2395
H 1.87 3.47 -4.56  0.1196
C -3.20 -3.13 -4.88  -0.0725
C -1.56 3.22 -2.19  -0.1573
H 1.42 3.33 -1.00  0.0487
C 1.98 2.27 -2.80  -0.2225
C -2.22 1.72 5.26  0.0074
H -2.34 5.07 -2.68  0.1295
C 1.39 1.29 3.83  -0.2218
H -3.40 2.59 -4.17  0.0801
C 1.01 1.16 5.16  -0.0292
H 1.27 2.76 2.25  0.0655
H -4.02 4.24 -4.31  0.0859
C -1.59 0.60 3.07  -0.5085
N -1.14 -2.91 -2.59  -0.0757
H 0.42 -2.17 5.30  0.1217
H -1.12 -4.95 -2.75  0.1331
H 2.12 -2.66 2.47  0.0932
C -3.55 3.53 -3.64  -0.0766
H -4.22 3.36 -2.80  0.0848
C 1.06 -1.12 3.55  -0.2371
C -2.82 -4.23 -3.89  -0.4040
H 2.07 -0.75 -5.23  0.1202
N -0.82 -1.79 -0.85  -0.1131
C 3.10 0.49 -0.26  -0.2240
H -3.53 0.11 7.94  0.1219
H 0.62 -2.15 1.70  0.0539
C 4.19 0.22 2.07  0.0254
O -1.59 -0.66 2.56  -0.3806
C 1.09 -2.34 2.67  -0.0318
C 0.68 -0.08 5.69  -0.0503
H -2.41 -2.96 -5.62  0.0811
H 0.40 -0.16 6.74  0.1224
H -1.13 -1.26 -3.96  0.1456
H -4.09 -3.41 -5.43  0.0901
H 4.82 -0.61 1.75  0.1057
C -2.09 0.61 4.42  -0.1800
H 3.11 3.52 -1.46  0.0917
H 4.78 1.13 1.96  0.1068

Computed properties:
relative energy (zero: lowest compared OMol25 entry of this formula, charge and spin): 0.000 eV
total charge: +2

For reference, orbital gap by record: 4.1, 4.7, 10.2, 10.2, 8.7, 7.1 eV.
For reference, E by record: -659.446840, -1334.569547, -229.786217, -309.812961, -5758.396170, -2505.299069 a.u..
For reference, strongest force on any atom by record: 1.865, 1.425, 2.288, 1.786, 0.863, 0.426 eV Å⁻¹.